{
  "formula": "C28H48O18S3",
  "method": "the ωB97M-V functional and the def2-TZVPD basis",
  "de_lowest_kj_mol": 102.8,
  "e_lumo_ha": -0.015,
  "homo_ha": -0.352,
  "smiles": "C[C@H]1COC(=O)O1.C[C@H]1COC(=O)O1.C[C@H]1COC(=O)O1.C[C@H]1COC(=O)O1.O=S1(=O)CCCC1.O=S1(=O)CCCC1.O=S1(=O)CCCC1",
  "gap_ha": 0.3373,
  "spin_multiplicity": 1,
  "total_energy_ev": -99162.5745,
  "total_charge": 0,
  "species": ["C", "H", "C", "H", "C", "H", "O", "H", "H", "H", "C", "H", "C", "C", "H", "C", "H", "H", "H", "H", "H", "H", "H", "H", "H", "O", "C", "C", "C", "C", "O", "O", "H", "C", "O", "C", "C", "S", "H", "H", "H", "O", "H", "H", "H", "C", "H", "H", "C", "O", "H", "S", "C", "C", "S", "C", "H", "O", "O", "C", "H", "H", "O", "O", "O", "C", "H", "C", "C", "H", "O", "H", "O", "H", "H", "C", "H", "O", "O", "H", "H", "O", "H", "H", "H", "O", "H", "C", "H", "C", "H", "H", "H", "H", "H", "C", "C"],
  "coordinates": [[-4.9653, -2.1608, 1.0286], [-5.9703, -2.2848, 1.1616], [4.9387, 3.5542, -4.5504], [1.1127, -2.6538, 3.5276], [5.2017, 1.7062, -3.1814], [-5.1683, -1.4878, 0.3306], [2.1897, -1.0848, 0.0376], [0.6617, 4.1052, -1.4194], [-0.7933, -1.0438, -0.6454], [-3.1333, -2.9038, 3.7866], [0.0177, -4.9138, -0.0714], [-2.2773, -1.1958, -3.1254], [-4.1723, -3.4268, 0.7586], [2.2547, 0.1232, 2.2756], [-2.0303, -2.7688, 2.4896], [1.9197, -2.0618, 3.3866], [2.4607, -1.8348, 4.3176], [0.8667, -0.3288, 4.2276], [4.7977, 1.6432, -2.2044], [-0.3243, 1.9562, 3.1676], [0.3327, -0.6298, 2.3716], [-3.5653, 0.5182, -2.5634], [0.6987, -7.5748, -0.4074], [1.0357, 4.0422, -3.0254], [2.3327, 4.4132, -1.5474], [-2.1853, 6.0172, 4.2896], [-1.5223, 3.4092, 2.2866], [1.2467, -0.6488, 3.1726], [0.8187, 5.9172, -1.9654], [-2.8793, 0.4522, -1.8674], [-4.7313, -1.0408, 3.4716], [5.4647, 3.1222, -3.3624], [-4.5943, -4.1538, 2.7096], [-3.7143, -4.0128, 2.0416], [-1.3183, 4.4062, 3.2316], [-0.6973, 6.1192, -2.2184], [-0.1163, 0.4672, -1.9404], [2.9887, -0.9548, 1.2426], [-1.1473, 5.2692, -2.2584], [3.4177, -3.0618, 2.2286], [-2.1253, 1.6202, 3.5096], [-1.5753, 2.3212, -3.2884], [-3.0103, 4.0622, 0.8666], [-4.9773, -3.9788, 0.1866], [3.2757, 0.4672, -5.8524], [1.1987, -6.8008, 0.1906], [3.0097, -7.5138, -0.2694], [3.0947, 0.7182, 2.7776], [1.2927, 4.5102, -1.9974], [0.9217, 6.5562, -0.6794], [0.7237, 0.9232, -1.2614], [-3.9453, -1.4818, 2.3036], [2.5167, -7.2348, 0.6506], [-0.2023, 6.7202, -0.0804], [-1.5503, 1.5702, -2.0174], [4.1177, 0.2882, -5.0184], [3.9127, -0.6748, -4.4334], [4.2567, 2.6402, -5.1134], [-0.4013, -3.7008, -0.3424], [-3.0173, -2.8668, 2.7616], [5.1637, 0.1502, -5.1784], [0.3247, 0.4652, -2.9234], [1.0127, -5.5188, -0.4634], [-1.2833, 6.4102, -0.9014], [-1.6003, 2.4932, -0.9234], [-2.2123, -0.9258, -2.0874], [3.0897, -6.6438, 1.3796], [-3.0243, 3.7792, 1.9216], [2.6757, -2.4898, 2.1936], [-3.0433, -4.9988, 1.9746], [-0.4733, 7.1432, 1.0336], [1.6747, 1.0152, 1.8366], [5.1927, 4.6462, -4.9974], [-0.9203, 3.7982, 1.2826], [-0.5513, -7.5118, 1.4836], [0.0557, -6.6158, 1.2226], [-3.5373, 2.7192, 2.0586], [-0.6113, -5.5028, 0.8196], [4.4367, -0.8278, 1.2256], [-0.9683, 6.7972, -2.9854], [-1.4273, 1.5722, 1.8546], [-3.3323, 4.6992, 2.8936], [-3.3993, -3.2978, -0.0234], [-0.2793, -1.7098, -2.1034], [2.1647, -2.9788, 1.5706], [-3.0003, -0.5098, 1.7536], [1.5697, 6.2732, -2.8464], [-1.3123, 2.0412, 2.7646], [6.0347, 1.0712, -3.2664], [-0.8013, -0.8478, -1.6424], [2.9657, 1.6352, -3.5724], [0.3867, -6.5758, 2.2546], [-2.8403, -1.7488, -1.4884], [2.3577, -8.2858, 1.1356], [-3.2323, 0.5112, -0.7524], [-2.2953, 5.0522, 3.5966], [4.0747, 1.5532, -4.1834]],
  "forces_ev_per_angstrom": [[3.15, -1.73, 2.39], [-2.63, -1.32, 2.31], [2.96, 3.32, 1.13], [-2.22, -2.43, 1.10], [-2.06, 2.51, -0.24], [0.98, 3.25, -3.84], [0.57, 0.55, 0.02], [-4.42, -4.24, 4.79], [0.30, -0.46, 3.09], [0.00, -0.27, 2.22], [-3.90, 10.81, -1.80], [-0.12, -0.07, -0.59], [-2.14, -0.90, -4.02], [-1.07, 5.81, 3.50], [2.22, 0.54, -0.78], [0.46, 3.16, 0.82], [0.33, -0.98, -0.39], [0.94, 0.28, -2.29], [-0.16, -0.43, 1.06], [0.60, -0.41, 0.28], [1.55, -0.73, 2.41], [-3.67, 1.32, -3.19], [1.03, 0.25, -0.90], [1.14, 0.90, 1.45], [-1.14, -0.01, -1.18], [-1.17, 0.29, 1.31], [-0.84, 3.28, -3.34], [-1.59, -0.53, -1.74], [1.00, 1.69, -3.22], [2.94, -2.43, 5.27], [0.72, -0.79, -1.61], [0.63, -0.23, 0.05], [0.31, -0.77, -0.71], [0.65, -2.01, 1.53], [7.08, -3.41, 0.07], [2.09, 2.65, 2.02], [0.41, 1.07, 0.49], [1.74, -3.70, -1.62], [-2.41, -5.73, -2.14], [7.16, -3.87, 1.32], [1.59, 1.12, -1.41], [0.10, -1.85, 0.58], [-0.81, 0.66, 0.40], [1.15, -0.51, 0.75], [2.59, -0.93, 1.35], [-4.30, -0.34, 1.00], [1.11, 0.31, 0.04], [-0.91, -1.27, -0.12], [3.52, 1.25, -3.30], [3.23, -0.36, -0.64], [-2.01, -1.17, -0.74], [-0.71, 4.10, 2.20], [0.47, -2.37, 0.65], [-4.99, 1.41, 2.39], [0.52, 3.83, -2.37], [-2.66, -0.56, 0.52], [-0.42, 1.53, -0.51], [-2.17, -2.42, -0.63], [2.34, -4.98, -0.06], [-1.21, -1.40, -1.13], [0.63, 0.01, -1.74], [-0.09, 0.11, -0.56], [5.80, -2.08, -3.06], [2.39, 1.12, -0.44], [0.28, -0.01, 1.82], [-2.55, -0.97, 1.07], [-0.31, 0.13, -0.64], [1.31, -4.84, -0.27], [-2.06, 8.25, 2.51], [-1.66, 2.28, 0.05], [1.78, -0.97, -1.76], [0.96, -1.66, -0.24], [-0.57, -0.98, 0.42], [-0.83, -1.73, 2.70], [-0.41, 0.37, -1.72], [1.32, -3.18, 2.88], [0.07, 2.46, -0.32], [-4.22, -2.17, 3.92], [-0.78, 0.80, -0.56], [-0.25, 0.92, -0.42], [0.01, -2.21, -1.75], [-4.21, 0.38, -0.69], [0.09, 0.15, 0.81], [0.11, 0.58, 0.39], [-5.21, -3.57, -4.86], [-0.81, -0.65, -0.33], [-2.02, 1.15, 2.42], [-1.24, 0.00, 2.20], [1.33, -0.54, -0.60], [1.90, -1.69, -1.56], [2.98, 0.20, -1.90], [0.89, 1.39, 0.39], [1.60, 1.69, -1.29], [0.06, 1.84, -0.63], [0.44, 0.16, -2.17], [-1.46, 4.45, 0.76], [-3.12, -1.48, 1.14]],
  "mulliken_charge": [-1.07, 0.47, 0.69, 0.46, -0.36, 0.53, -0.49, -0.49, -0.12, 0.58, 0.40, 0.46, -0.13, -0.60, 0.21, -0.91, 0.36, 0.37, 0.23, 0.30, -0.11, 0.68, 0.23, 0.27, 0.26, -0.61, 1.26, 0.03, 0.44, -0.98, -0.83, -0.37, 0.34, -0.27, -0.46, -0.26, -0.42, 1.16, 0.15, 0.94, 0.10, -0.81, 0.25, 0.34, 0.28, 0.42, 0.38, 0.33, -0.28, -0.36, 0.27, 1.14, -1.28, 0.74, 1.35, -1.32, 0.30, -0.34, -0.51, -0.83, 0.43, 0.35, -0.34, -0.35, -0.56, -0.22, 0.31, 0.15, -0.99, 0.05, -0.58, 0.28, -0.59, -0.58, 0.40, -0.63, 0.04, -0.12, -0.77, 0.24, 0.22, -0.40, 0.00, 0.48, -0.05, -0.54, 0.26, -0.76, 0.33, -0.33, -0.26, 0.32, -0.29, 0.34, 0.12, 0.55, 1.02]
}

=====

{
  "formula": "C2H6O",
  "method": "the ωB97M-V functional and the def2-TZVPD basis",
  "de_lowest_kj_mol": 414.5,
  "e_lumo_ha": 0.018,
  "homo_ha": -0.270,
  "gap_ha": 0.2877,
  "spin_multiplicity": 1,
  "total_energy_ev": -4214.1713,
  "total_charge": 0,
  "species": ["H", "C", "H", "H", "C", "H", "O", "H", "H"],
  "coordinates": [[-1.1723, -1.4245, -0.3559], [1.0016, 0.3769, 0.2164], [0.8208, 0.8547, 1.1779], [1.2562, -0.6670, 0.4186], [-1.1190, -0.6294, 0.4074], [-2.0855, -0.1146, 0.4280], [-0.2636, 0.4669, -0.4834], [-0.1899, 0.2421, -1.4300], [1.7515, 0.8949, -0.3791]],
  "forces_ev_per_angstrom": [[-0.24, 0.02, 0.12], [0.43, 0.26, -0.08], [0.13, 0.02, -0.24], [-0.06, 0.25, -0.28], [-0.57, -0.22, -0.18], [-0.11, -0.08, -0.22], [0.19, -0.32, 0.29], [0.09, -0.03, 0.56], [0.15, 0.11, 0.02]],
  "mulliken_charge": [0.18, -0.61, 0.29, 0.31, -0.73, 0.19, -0.32, 0.40, 0.30]
}

=====

Copy entry 2 word for word.
{
  "formula": "C2H6O",
  "method": "the ωB97M-V functional and the def2-TZVPD basis",
  "de_lowest_kj_mol": 414.5,
  "e_lumo_ha": 0.018,
  "homo_ha": -0.270,
  "gap_ha": 0.2877,
  "spin_multiplicity": 1,
  "total_energy_ev": -4214.1713,
  "total_charge": 0,
  "species": ["H", "C", "H", "H", "C", "H", "O", "H", "H"],
  "coordinates": [[-1.1723, -1.4245, -0.3559], [1.0016, 0.3769, 0.2164], [0.8208, 0.8547, 1.1779], [1.2562, -0.6670, 0.4186], [-1.1190, -0.6294, 0.4074], [-2.0855, -0.1146, 0.4280], [-0.2636, 0.4669, -0.4834], [-0.1899, 0.2421, -1.4300], [1.7515, 0.8949, -0.3791]],
  "forces_ev_per_angstrom": [[-0.24, 0.02, 0.12], [0.43, 0.26, -0.08], [0.13, 0.02, -0.24], [-0.06, 0.25, -0.28], [-0.57, -0.22, -0.18], [-0.11, -0.08, -0.22], [0.19, -0.32, 0.29], [0.09, -0.03, 0.56], [0.15, 0.11, 0.02]],
  "mulliken_charge": [0.18, -0.61, 0.29, 0.31, -0.73, 0.19, -0.32, 0.40, 0.30]
}